{"formula": "C3H4O4Pd", "method": "ωB97M-V with the def2-TZVPD basis set", "e_homo_ev": [-12.95, -15.62], "gap_ha": [0.29169, 0.29651], "multiplicity": 4, "total_charge": 1, "lumo_ev": [-5.009, -7.553], "species": ["O", "H", "O", "C", "O", "O", "H", "H", "C", "Pd", "C", "H"], "positions_angstrom": [[0.018, -0.771, -0.017], [-1.981, -1.432, 0.971], [1.413, 0.982, -0.143], [-2.545, 0.307, -0.159], [2.650, -0.847, -0.769], [-1.763, 1.264, 0.204], [-3.549, 0.533, -0.542], [0.235, -1.623, 0.379], [1.748, -0.154, -0.465], [-0.194, 0.937, 0.350], [-2.090, -1.072, -0.062], [-2.481, -1.775, -0.802]], "forces_ev_per_angstrom": [[2.6, -9.5, -2.7], [0.4, 0.0, -0.5], [10.2, 1.1, -3.4], [0.3, -1.2, -0.2], [-2.9, 1.0, 0.6], [-16.8, 2.7, -1.8], [0.3, 0.2, 0.0], [-0.1, -0.3, 0.4], [4.4, -2.3, -1.2], [3.9, 7.4, 8.3], [-2.4, 0.7, 0.3], [0.2, 0.1, 0.3]]}



{"formula": "C36H49N5P2PtSi", "method": "ωB97M-V with the def2-TZVPD basis set", "e_homo_ev": [-7.18, -8.01], "gap_ha": [0.23165, 0.23111], "relative_energy_ev": 1.6811, "multiplicity": 3, "total_charge": 0, "lumo_ev": [-0.881, -1.716], "species": ["N", "H", "C", "C", "H", "C", "P", "C", "H", "H", "C", "H", "H", "P", "Si", "C", "C", "C", "H", "C", "H", "H", "H", "C", "H", "H", "C", "C", "H", "C", "H", "C", "C", "C", "C", "H", "C", "N", "H", "H", "H", "N", "H", "N", "H", "N", "C", "H", "H", "H", "C", "H", "H", "H", "H", "H", "H", "H", "C", "H", "H", "C", "H", "C", "H", "H", "H", "C", "H", "H", "H", "H", "C", "C", "H", "H", "H", "H", "C", "Pt", "C", "C", "C", "C", "C", "H", "C", "C", "H", "C", "H", "C", "H", "H"], "positions_angstrom": [[2.759, -0.333, -1.692], [0.979, 1.643, 5.459], [-2.386, -2.372, 3.136], [-4.786, -2.989, -3.481], [2.315, -2.434, 0.839], [2.493, -0.101, 2.909], [1.449, -1.553, -1.424], [-0.786, 3.607, 1.922], [2.347, -1.724, -4.373], [3.420, -5.808, -3.307], [3.005, -3.863, -4.358], [3.052, -1.032, 2.785], [-5.195, -3.951, -3.757], [-1.945, -0.878, -1.327], [1.023, -0.311, 4.021], [2.027, 3.916, 0.194], [4.255, 0.825, -2.991], [-1.417, -1.550, 3.786], [2.233, 0.250, 1.907], [-1.698, 2.390, -4.048], [0.480, 2.191, 3.829], [1.708, 5.790, -0.651], [4.670, 1.389, -3.829], [-3.902, -2.737, -2.428], [3.179, 0.630, 3.355], [-1.249, 2.929, -4.882], [2.612, -4.112, -2.128], [0.238, 2.166, -0.079], [-3.132, 3.818, -3.072], [1.261, -2.573, 1.115], [-1.512, -1.723, -3.545], [-2.796, 1.820, -2.144], [1.551, -1.225, 5.552], [-2.639, 2.853, -3.083], [-1.792, -1.075, 5.109], [-5.008, -2.084, 5.296], [-0.940, -1.694, -2.621], [-0.255, -1.247, 3.250], [2.150, -2.100, 5.282], [1.174, -2.473, 2.198], [0.261, 4.826, -0.684], [-3.601, -1.383, -2.364], [0.998, -3.608, 0.792], [2.267, -2.815, -2.484], [0.776, -0.921, -3.747], [-1.953, 0.761, -2.449], [0.369, -0.912, -2.727], [-5.628, -1.535, -5.001], [0.407, 6.664, 1.192], [2.167, -0.556, 6.159], [-5.026, -1.738, -4.125], [-3.468, -3.430, -1.723], [-0.681, 1.373, 4.881], [-0.095, 2.337, -1.107], [-0.820, 5.506, 2.765], [2.109, 0.583, -3.555], [-0.823, 0.356, -4.281], [6.013, 0.453, -1.627], [2.934, 0.406, -2.878], [0.241, 1.060, 0.006], [-3.479, 1.759, -1.313], [-4.010, -1.961, 4.892], [-1.021, -0.579, 5.706], [1.644, 2.649, 0.106], [-2.120, -2.772, 2.156], [4.147, -0.881, -0.116], [-1.313, 3.293, 2.825], [-0.955, 2.619, 0.803], [-4.241, 0.278, -3.613], [-1.725, 2.967, 0.081], [0.249, 0.139, -2.414], [3.264, -4.054, -5.395], [4.016, -0.372, -1.061], [-1.414, 1.063, -3.707], [2.491, -4.443, -1.105], [-3.310, -0.769, 6.569], [3.001, 4.195, 0.590], [0.738, -1.593, 6.184], [3.072, -4.783, -3.260], [-0.272, -1.785, 0.031], [-3.644, -2.580, 3.693], [0.722, 5.624, 1.302], [-3.074, -1.207, 5.604], [-0.362, 4.880, 1.990], [-4.295, -0.780, -3.414], [-1.382, 1.701, 1.282], [0.376, 1.389, 4.573], [4.948, 0.327, -1.833], [-0.790, -2.714, -2.177], [2.528, -2.660, -3.853], [2.382, 1.838, 0.120], [1.124, 5.069, -0.070], [1.665, 5.676, 1.870], [-4.350, -3.237, 3.187]], "forces_ev_per_angstrom": [[0.5, 0.2, 0.1], [-0.2, 0.2, -0.2], [-0.5, 0.1, -0.2], [0.8, 0.6, 0.7], [-0.3, 0.2, -0.2], [0.3, 0.0, -0.2], [2.6, 0.5, -3.9], [-0.8, 0.8, 0.2], [0.2, -0.4, 0.2], [-0.1, 0.2, 0.1], [-0.3, 0.7, 0.9], [0.0, 0.0, 0.1], [0.1, 0.1, 0.1], [-2.4, 1.8, -5.8], [-0.8, 0.5, 0.2], [-0.3, -0.5, -0.2], [-1.0, -0.7, 0.5], [-0.3, 0.2, 1.4], [-0.1, 0.1, 0.1], [-0.3, -1.5, 0.5], [0.1, -0.3, 0.2], [-0.1, 0.2, 0.2], [-0.2, -0.2, 0.5], [-0.7, 0.0, -0.5], [-0.1, 0.0, -0.1], [-0.4, -0.3, 0.2], [0.2, -0.2, -0.9], [-0.4, -0.9, -0.8], [0.1, -0.2, 0.1], [0.6, -1.8, 0.8], [0.1, -0.2, -0.1], [0.6, 1.0, -0.6], [0.3, -0.3, 0.3], [0.1, -1.0, 0.9], [0.0, 0.1, 0.0], [0.1, -0.1, -0.1], [0.1, -0.5, 0.1], [-0.1, 0.2, -0.3], [0.1, 0.1, 0.1], [-0.2, -0.1, -0.4], [-0.2, -0.3, 0.0], [0.5, -0.8, 1.0], [0.4, 0.1, 0.5], [-0.5, 0.1, 0.3], [-0.2, -0.1, 0.6], [-1.2, -0.4, 0.9], [0.2, 0.1, 0.2], [0.0, 0.0, 0.2], [-0.1, 0.1, 0.0], [0.1, -0.1, 0.0], [1.0, 0.4, 1.3], [0.0, 0.0, 0.0], [0.4, 0.0, -0.1], [0.2, 0.1, -0.2], [0.5, -0.6, 0.4], [0.3, 0.1, 0.2], [-0.2, 0.3, 0.3], [-0.5, -0.1, 0.1], [0.8, 0.1, 0.2], [0.3, 0.4, -0.1], [0.1, 0.1, 0.2], [0.0, -0.1, 0.0], [-0.5, -0.1, -0.3], [0.3, -0.5, 0.2], [-0.1, -0.1, 0.2], [-0.1, 0.0, -0.1], [-0.5, 0.2, -0.3], [0.3, -0.7, 0.1], [0.1, 0.0, 0.1], [0.3, 0.1, 0.8], [0.0, -0.4, -0.3], [0.0, 0.1, 0.3], [0.3, 0.6, -0.9], [0.6, 0.6, 0.1], [0.0, 0.0, -0.2], [-0.1, -0.1, -0.1], [0.2, -0.2, -0.5], [0.0, 0.1, -0.1], [-0.4, 0.7, 0.6], [-0.1, 1.0, 2.0], [0.4, -0.1, -0.4], [-0.1, 0.9, -1.6], [0.7, -0.1, 0.0], [0.3, -0.2, 0.9], [0.1, -0.3, -0.3], [0.3, 0.6, -0.4], [0.0, 0.0, 0.0], [-1.0, -0.5, 0.3], [0.0, 0.5, -1.2], [0.0, -0.9, 0.1], [0.0, 0.4, 0.5], [0.3, 0.2, 0.4], [-0.5, -0.2, 0.4], [0.1, 0.2, 0.0]]}



{"formula": "C26H19ClO2S", "method": "ωB97M-V with the def2-TZVPD basis set", "e_homo_ev": -6.10, "gap_ha": 0.11606, "relative_energy_ev": 0.0000, "total_charge": 0, "lumo_ev": -2.940, "species": ["H", "H", "C", "H", "C", "C", "O", "H", "O", "H", "C", "C", "H", "Cl", "H", "C", "C", "C", "C", "C", "H", "C", "H", "C", "H", "H", "C", "C", "C", "C", "H", "C", "H", "H", "H", "H", "C", "C", "H", "C", "S", "C", "H", "C", "H", "C", "C", "C", "C"], "positions_angstrom": [[3.800, -2.748, 2.013], [-1.117, -3.043, 1.012], [0.063, 1.434, -4.737], [-1.413, 1.759, 2.159], [-0.614, 2.066, -7.368], [0.903, 1.403, 3.513], [1.467, 2.176, -2.721], [-1.600, 1.354, -2.185], [1.315, -0.279, -3.238], [-0.863, 2.314, -8.400], [0.490, -1.827, 1.765], [0.065, 2.768, -5.149], [-5.311, 0.215, 3.161], [-0.365, 0.327, -0.475], [-0.914, -0.055, -7.638], [3.317, 1.220, 3.877], [2.734, -2.846, 1.798], [-3.722, -1.249, 3.023], [-0.646, 0.737, -6.938], [-4.248, 0.048, 2.982], [2.080, 2.830, 4.618], [-2.062, 0.925, 2.430], [-0.044, 1.912, 3.674], [2.196, -0.455, 2.586], [2.787, -4.925, 1.236], [4.289, -0.540, 3.016], [-2.369, -1.465, 2.781], [-0.060, -3.005, 1.269], [-0.262, 3.080, -6.474], [0.774, -4.119, 1.098], [4.234, 1.613, 4.317], [-3.412, 1.134, 2.694], [-1.954, -2.472, 2.828], [-3.809, 2.150, 2.690], [-0.342, -0.612, -5.261], [-0.229, 4.119, -6.805], [3.369, 0.029, 3.142], [-0.318, 0.417, -5.613], [0.340, -5.064, 0.763], [-1.522, -0.380, 2.461], [0.680, 1.013, -3.076], [-0.672, 0.830, -1.999], [0.336, 3.552, -4.446], [1.909, -1.747, 1.986], [-4.365, -2.099, 3.249], [2.098, 1.900, 4.049], [2.154, -4.047, 1.368], [0.946, 0.241, 2.748], [-0.115, -0.591, 2.216]], "forces_ev_per_angstrom": [[-0.3, -0.2, -0.1], [0.3, -0.2, 0.0], [-0.6, -0.1, 0.3], [-0.3, -0.3, 0.0], [0.1, -0.1, 0.2], [0.3, 0.1, -0.2], [0.1, -0.4, 0.4], [0.2, 0.1, -0.2], [0.0, 0.3, 0.5], [0.1, -0.1, 0.3], [0.8, 0.4, 0.2], [0.0, -0.1, -0.2], [0.3, -0.1, 0.0], [0.1, -1.5, 1.0], [0.0, 0.2, 0.2], [-0.3, 0.2, -0.1], [-0.3, 0.5, 0.0], [0.0, 0.2, 0.0], [0.0, 0.1, 0.3], [0.2, -0.1, -0.1], [0.0, -0.3, -0.1], [-0.3, -0.2, 0.1], [0.3, 0.0, 0.2], [-0.4, 0.9, 0.6], [-0.3, 0.2, 0.0], [-0.1, 0.3, 0.2], [-0.1, 0.2, -0.3], [0.1, -0.3, -0.3], [0.0, -0.2, 0.2], [0.3, 0.0, 0.0], [-0.3, 0.0, -0.1], [0.2, -0.2, 0.1], [-0.2, 0.4, 0.1], [0.1, -0.3, -0.1], [0.1, 0.2, -0.1], [0.0, -0.3, 0.1], [-0.5, -0.1, -0.2], [0.0, 0.2, -0.2], [0.2, 0.3, 0.0], [-0.3, 0.1, 0.0], [0.1, 0.3, -1.2], [-0.4, 0.9, -1.6], [0.0, -0.2, -0.1], [-0.5, -0.7, -0.2], [0.1, 0.2, 0.0], [0.3, -0.2, -0.1], [-0.5, 0.1, -0.1], [1.1, -0.4, 0.2], [0.1, -0.3, 0.4]]}



no.,largest force on an atom (eV/A)
1,17.05
2,6.56
3,1.85